DFT (wB97M-V/def2-TZVPD) results for a single C5H6FN molecule in a non-equilibrium geometry.

Summary:
**HOMO energy**: -7.88 eV
**Frontier orbital gap**: 8.5 eV
**ΔE to the lowest compared entry with this formula, charge and spin**: 4.209 eV
**Calculated total energy**: -348.577558 a.u.
**LUMO level**: 0.6 eV

Geometry as XYZ:
```
13
Properties=species:S:1:pos:R:3:forces:R:3
C -0.030460 0.685947 -0.878906 -0.82 -1.33 3.10
C -1.478730 0.875524 -0.951297 1.97 -1.01 1.88
C -1.908591 -0.782183 0.613022 -1.01 -0.99 -0.63
C 0.500441 0.061469 0.263937 0.42 2.01 -2.34
C 1.865931 -0.463849 0.332831 0.80 -2.38 -2.60
N -2.154277 0.221298 -0.056453 0.53 0.20 -1.32
F -0.013893 -0.018840 1.522632 -0.14 0.99 -0.22
H 0.673338 0.780856 -1.691336 -0.25 0.22 -0.17
H -1.998848 1.436041 -1.619174 -1.12 1.60 -2.00
H -2.053646 -0.665334 1.644235 -0.25 -0.16 1.74
H 1.642496 -1.353517 0.927936 1.17 -0.14 0.23
H 2.768952 0.078210 0.598505 -0.54 0.57 0.91
H 2.187286 -0.855622 -0.705932 -0.76 0.43 1.43
```
Forces are in eV/Å.


DFT (wB97M-V/def2-TZVPD) results for a single C22H27NO5 molecule.

Summary:
**HOMO energy**: -7.83 eV
**Frontier orbital gap**: 8.5 eV
**ΔE to the lowest compared entry with this formula, charge and spin**: 2.218 eV
**Calculated total energy**: -1285.451158 a.u.
**LUMO level**: 0.7 eV
**Structure (SMILES)**: COc1ccc(CC(=O)N2CCc3cc(OC)c(OC)cc3[C@@H]2C)c(OC)c1

Geometry as XYZ:
```
55
Properties=species:S:1:pos:R:3:forces:R:3
C -7.700913 -1.959051 -0.102614 -0.04 -0.21 0.05
H -8.744489 -2.080072 -0.389838 0.08 -0.04 0.04
O -7.389899 -0.612921 -0.358044 0.18 0.27 -0.03
C -6.120379 -0.173630 -0.114159 0.06 0.33 -0.06
C -5.869067 1.159411 -0.422146 -0.25 -0.19 -0.04
C -4.610250 1.685718 -0.211634 0.02 -0.24 0.13
C -3.587990 0.918124 0.315739 0.23 -0.14 0.17
C -3.843717 -0.421907 0.628360 -0.09 0.43 -0.04
C -5.104887 -0.963763 0.413879 -0.06 -0.39 0.07
H -5.292496 -1.997445 0.651550 -0.02 -0.09 0.03
O -2.796295 -1.114217 1.163420 -0.10 0.39 -0.15
C -2.927526 -2.499995 1.350159 0.00 -0.28 0.06
H -1.952938 -2.844999 1.693527 -0.09 -0.03 -0.02
H -3.178996 -3.007974 0.414068 0.00 0.03 0.03
H -3.680166 -2.738141 2.110619 0.03 0.02 -0.06
C -2.199537 1.451493 0.507769 -0.25 -0.32 -0.18
C -1.259938 0.838197 -0.529983 0.03 0.26 0.22
O -1.666570 0.181847 -1.468574 -0.17 -0.16 -0.19
N 0.064123 1.077417 -0.352808 0.28 -0.09 -0.16
C 0.598519 1.822121 0.766349 0.03 0.27 0.43
H 0.627878 1.184555 1.662580 0.01 0.15 -0.01
C 2.013295 2.328594 0.484273 -0.18 -0.12 -0.01
C 2.883064 1.160580 0.137374 -0.03 -0.06 -0.04
C 4.165669 0.998942 0.634407 0.07 -0.02 -0.02
C 4.939790 -0.109965 0.316292 0.16 -0.08 0.01
C 4.391523 -1.096756 -0.524851 -0.11 0.03 -0.08
C 3.096349 -0.923596 -1.003878 0.21 0.10 0.15
C 2.337392 0.188555 -0.687519 0.11 0.01 0.23
C 0.972497 0.394415 -1.275054 -0.05 -0.14 -0.53
C 1.076739 1.170224 -2.596679 -0.16 -0.20 0.12
H 1.510176 2.154406 -2.439269 0.09 0.11 0.03
H 1.703617 0.620179 -3.293214 0.09 -0.03 -0.12
H 0.083799 1.279891 -3.023823 -0.07 0.03 -0.07
H 0.513125 -0.575703 -1.500831 0.13 0.16 0.07
H 2.699350 -1.696877 -1.642623 -0.05 -0.14 -0.10
O 4.979400 -2.254622 -0.941327 -0.30 0.18 0.06
C 6.325219 -2.549527 -0.645995 0.44 -0.22 0.03
H 7.001534 -1.783126 -1.030525 -0.04 -0.07 0.03
H 6.489433 -2.670085 0.426688 0.01 0.00 -0.11
H 6.523922 -3.494584 -1.151916 0.01 0.07 0.04
O 6.216289 -0.290165 0.796081 -0.36 -0.22 -0.26
C 6.777786 0.704088 1.613459 0.09 0.14 0.13
H 6.216158 0.828536 2.545288 0.01 0.02 -0.04
H 6.843245 1.666357 1.094998 -0.02 -0.03 0.03
H 7.782560 0.353373 1.845993 -0.06 0.08 0.02
H 4.562333 1.764225 1.282798 0.09 0.05 0.09
H 1.985176 3.039573 -0.345461 -0.02 0.08 0.03
H 2.390957 2.852858 1.363448 -0.03 0.01 -0.02
H -0.049638 2.676985 0.974391 0.05 -0.12 0.03
H -2.197122 2.537699 0.395254 0.04 0.00 0.09
H -1.840594 1.189810 1.504830 0.07 0.17 0.02
H -4.417800 2.717461 -0.467095 0.04 0.11 -0.03
H -6.667024 1.756124 -0.832546 -0.11 0.07 -0.05
H -7.590196 -2.205674 0.959110 0.01 0.00 -0.05
H -7.082479 -2.636979 -0.700274 -0.01 0.02 0.03
```
Forces are in eV/Å.


DFT (wB97M-V/def2-TZVPD) results for 11 unconnected molecules or ions with the total composition C28H80N2O21 in a non-equilibrium geometry.

Summary:
**HOMO energy**: -9.02 eV
**Frontier orbital gap**: 9.2 eV
**ΔE to the lowest compared entry with this formula, charge and spin**: 0.000 eV
**Calculated total energy**: -2804.085831 a.u.
**LUMO level**: 0.2 eV
**Structure (SMILES)**: COCCNCCOC.COCCNCCOC.OCCO.OCCO.OCCO.OCCO.OCCO.OCCO.OCCO.OCCO.O

Geometry as XYZ:
```
131
Properties=species:S:1:pos:R:3:forces:R:3
C -3.735600 -3.881496 -4.518089 -0.37 -0.06 -0.56
O -2.735910 -2.919423 -4.789758 -0.27 -0.09 0.53
C -3.141961 -1.524101 -4.992408 1.09 -1.21 -0.39
C -3.040402 -0.747365 -3.679293 -0.02 -0.45 -0.58
N -4.202316 -1.178626 -2.903134 0.93 -0.61 0.36
C -4.233619 -0.795160 -1.495200 -0.45 0.89 -0.20
C -5.671846 -0.428825 -1.180204 -0.05 0.13 0.93
O -5.695645 0.021066 0.177629 -0.25 0.09 -0.34
C -6.927674 0.629335 0.525218 -0.25 -1.72 0.29
H -4.496703 -3.510312 -3.835656 -0.01 -0.26 0.27
H -3.253376 -4.784753 -4.145869 0.06 0.16 0.27
H -4.300792 -4.212884 -5.400291 0.23 0.32 -0.29
H -4.133828 -1.549913 -5.447532 0.03 0.47 0.00
H -2.339807 -1.309940 -5.704623 -0.50 1.05 -0.08
H -3.010909 0.340603 -3.767824 -0.25 -0.02 -0.36
H -2.052456 -1.029471 -3.286035 -0.20 0.02 0.44
H -4.062643 -2.177596 -2.862795 -0.43 -0.13 -0.10
H -3.526785 0.008702 -1.275131 -0.17 0.13 -0.04
H -3.994450 -1.618337 -0.823965 0.21 -0.12 -0.27
H -6.256764 -1.347246 -1.334863 -0.21 0.02 0.31
H -6.168271 0.325135 -1.798677 0.58 0.16 -0.36
H -7.725758 -0.127815 0.487693 -0.09 0.00 -0.34
H -7.217070 1.426926 -0.157771 0.22 0.45 0.30
H -6.883777 0.830046 1.593648 0.18 0.86 -0.16
C 8.555732 1.396770 2.575041 0.28 0.90 -0.42
O 7.392653 1.090165 3.279594 -0.64 -0.93 0.76
C 6.214301 1.041786 2.492021 0.16 1.20 -0.88
C 4.968410 0.661078 3.309861 1.11 0.64 -0.95
N 5.119675 -0.722083 3.752514 -1.00 0.76 0.67
C 4.883948 -1.748563 2.750316 0.36 -0.38 -0.38
C 3.453243 -1.740200 2.206523 0.21 0.34 1.25
O 3.303912 -2.641581 1.142469 0.09 1.34 -0.21
C 2.132603 -2.324074 0.401886 -0.06 -1.54 -0.95
H 8.652693 0.922127 1.591522 -0.20 -0.41 0.18
H 9.415572 1.152009 3.194490 -0.05 -0.13 0.01
H 8.591803 2.476438 2.364099 0.03 0.00 0.06
H 6.372810 0.357272 1.652463 -0.12 -0.34 0.09
H 6.132901 2.024452 2.002763 -0.44 0.09 0.13
H 4.085494 0.882417 2.704167 0.10 -0.58 -0.28
H 4.824020 1.416681 4.088346 0.41 -0.51 0.60
H 6.065289 -0.753326 4.112858 -0.06 -0.50 0.09
H 5.118567 -2.706477 3.215788 -0.23 -0.08 0.06
H 5.577853 -1.697158 1.901341 -0.12 0.19 -0.22
H 3.176101 -0.702208 1.986564 0.12 -0.12 -0.82
H 2.755822 -1.954699 3.029861 0.00 -0.48 0.12
H 2.215482 -2.805086 -0.578468 0.18 -0.27 0.16
H 1.952014 -1.286574 0.114956 0.26 0.12 0.96
H 1.297445 -2.825067 0.895809 -0.44 0.59 0.03
C 2.690444 4.542054 -1.480050 1.52 0.16 -0.78
C 3.738537 5.609840 -1.707577 0.18 0.76 -0.73
O 5.017904 5.120819 -1.272255 -0.38 0.34 0.05
O 3.027052 3.505645 -2.403372 -0.87 -0.44 0.06
H 1.716915 4.917505 -1.780468 -0.22 -0.14 0.28
H 2.757861 4.192603 -0.449839 -0.39 -0.04 0.14
H 3.557471 6.628965 -1.351139 -0.30 -0.31 0.75
H 3.763743 5.784105 -2.790314 0.16 -0.31 -0.08
H 5.427839 5.847693 -0.798284 0.23 -0.18 0.02
H 3.969218 3.310032 -2.403271 0.03 0.16 0.34
C -3.682602 3.040599 -2.424666 -1.48 -2.44 1.03
C -4.149119 3.754521 -1.144581 0.82 0.21 -1.02
O -5.155806 4.725795 -1.363838 0.39 0.23 -0.50
O -3.288337 3.835238 -3.507331 0.10 0.71 0.41
H -4.513248 2.359729 -2.687563 -0.24 0.45 -0.50
H -2.960245 2.278405 -2.098729 0.67 0.58 -0.07
H -3.222072 4.175804 -0.728548 -0.40 0.24 0.48
H -4.607378 3.021280 -0.479928 0.44 -0.14 0.03
H -4.859223 5.215385 -2.145291 -0.28 0.08 0.19
H -2.944233 3.264395 -4.197123 0.02 -0.02 -0.01
C -0.650601 -2.584512 5.775547 0.22 -1.61 0.56
C 0.067204 -2.523120 4.441222 -0.08 -0.10 0.65
O -0.365196 -1.369255 3.723698 0.37 -0.41 -0.45
O -1.943280 -3.187070 5.673526 -0.01 0.74 -0.50
H -0.634703 -1.664467 6.360256 -0.23 0.37 -0.38
H -0.144784 -3.326948 6.399497 0.41 0.15 -0.02
H -0.136153 -3.487665 3.961862 -0.37 0.26 -0.48
H 1.157019 -2.525479 4.535658 -0.02 0.29 0.40
H 0.434143 -1.011448 3.323737 -0.23 0.29 -0.19
H -2.433618 -2.706494 4.989267 -0.13 0.17 0.22
C 1.161846 1.297532 0.339974 -0.84 -0.56 -1.05
C 0.559788 0.762024 -0.967442 1.21 -1.16 0.08
O -0.836260 0.867236 -1.043545 0.15 0.49 0.00
O 0.439049 0.687704 1.397559 0.13 0.19 0.53
H 1.026706 2.382550 0.313960 0.30 0.05 0.38
H 2.206789 0.973477 0.356216 0.17 0.45 0.06
H 0.836933 -0.304005 -1.064587 -0.17 0.01 0.38
H 1.131569 1.163557 -1.809998 -0.70 0.78 -0.06
H -1.155869 0.464669 -0.217366 -0.35 0.07 -0.28
H 0.787735 0.987107 2.264352 -0.10 -0.25 -0.48
C 2.102720 3.258486 4.813297 0.67 -0.21 -0.73
C 0.956504 2.469412 4.225261 -0.42 0.58 2.09
O 1.222375 1.103961 3.930603 0.45 0.29 -0.47
O 2.995877 3.565682 3.743593 0.02 -0.02 -0.18
H 2.628779 2.662916 5.568264 -0.08 0.00 0.15
H 1.713988 4.160343 5.288030 -0.09 0.03 -0.02
H 0.529770 3.064821 3.418031 0.06 -0.59 -0.47
H 0.232836 2.456052 5.050393 -0.32 0.02 -0.27
H 2.110042 0.864389 4.226857 0.00 0.13 -0.05
H 3.584923 4.295648 3.951993 -0.05 -0.04 0.23
C 2.435116 -0.853948 -6.050780 -0.36 0.50 -0.41
C 2.197882 0.527449 -5.374946 0.76 -0.22 -0.33
O 2.293175 0.458773 -3.970418 -0.61 0.10 0.17
O 3.170572 -1.745195 -5.250800 -0.35 0.08 0.00
H 2.968957 -0.713142 -6.992912 0.23 0.05 0.12
H 1.460523 -1.247123 -6.372213 -0.05 -0.37 0.35
H 1.260322 0.949659 -5.743642 -0.23 -0.03 0.21
H 2.973380 1.223473 -5.690098 0.16 0.01 0.08
H 1.511991 -0.017800 -3.636322 0.34 0.10 -0.29
H 2.733831 -1.708468 -4.385312 0.28 -0.09 -0.04
C -1.671233 -3.890792 -1.705576 -0.95 1.33 0.37
C -2.385859 -4.648279 -0.619855 0.31 -0.43 0.16
O -3.613698 -4.016265 -0.278025 0.01 0.26 -0.33
O -1.078360 -2.691433 -1.189253 0.52 -0.17 0.13
H -2.419796 -3.529859 -2.420071 0.26 -0.65 -0.32
H -0.896004 -4.503009 -2.161779 0.02 0.13 -0.08
H -1.717440 -4.640339 0.250284 -0.07 -0.35 0.04
H -2.568375 -5.669401 -0.967719 0.06 -0.04 0.14
H -4.195169 -4.658716 0.134472 0.02 0.00 0.08
H -1.675105 -2.292235 -0.537494 0.11 0.17 -0.13
C -3.087664 -1.405481 1.749066 -0.32 1.61 -1.27
C -3.864691 -0.590168 2.767954 0.52 -1.36 1.03
O -3.174187 -0.685550 4.026126 -0.56 0.25 0.36
O -2.111275 -0.581638 1.086360 0.46 -0.30 0.23
H -3.778208 -1.654114 0.948896 0.00 -0.42 0.22
H -2.579663 -2.285799 2.139711 -0.38 -0.06 0.39
H -4.827259 -1.089980 2.903831 -0.01 0.10 0.21
H -4.064219 0.451459 2.523732 0.23 -0.07 -0.53
H -2.406964 -0.105553 4.020333 0.11 -0.12 -0.12
H -1.340803 -0.482865 1.668375 -0.03 -0.02 -0.13
O 0.685278 -1.708107 -3.508028 -0.23 -0.24 0.09
H 0.192423 -2.339046 -4.049311 0.01 0.12 0.03
H 0.251642 -1.736706 -2.642050 -0.18 -0.16 0.09
```
Forces are in eV/Å.